Entry 1:
{"formula": "C5H8O2", "method": "ωB97M-V with the def2-TZVPD basis set", "relative_energy_kj_mol": 285.8, "gap_ev": 11.01, "smiles": "C#CCOCCO", "largest_force_ev_per_a": 0.6, "homo_energy_ha": -0.3707, "charge": 0, "elements": ["C", "C", "C", "O", "C", "C", "O", "H", "H", "H", "H", "H", "H", "H", "H"], "positions_angstrom": [[-3.42814, 0.62473, -1.18583], [-2.25214, 0.41495, -1.04628], [-0.78994, 0.36581, -1.02072], [-0.31859, 0.14063, 0.28661], [1.08565, 0.30372, 0.36690], [1.50100, -0.10384, 1.77045], [1.28734, -1.47701, 1.99880], [-4.45047, 0.91514, -1.32024], [-0.39507, -0.40641, -1.70761], [-0.49489, 1.36730, -1.40306], [1.57009, -0.34314, -0.38446], [1.33392, 1.36196, 0.17913], [2.56570, 0.08546, 1.95188], [0.91917, 0.50766, 2.47597], [0.33919, -1.61347, 1.86274]]}

Entry 2:
{"formula": "C25H45F6N3O4PReS3", "method": "ωB97M-V with the def2-TZVPD basis set", "relative_energy_kj_mol": 0.0, "s2": 0.758, "spin_multiplicity": 2, "gap_ev": [6.87, 6.78], "largest_force_ev_per_a": 0.9, "homo_energy_ha": [-0.6617, -0.6617], "charge": 3, "elements": ["Re", "F", "C", "F", "F", "S", "O", "O", "N", "S", "O", "O", "C", "F", "F", "F", "C", "N", "C", "C", "S", "N", "C", "C", "H", "H", "H", "H", "H", "H", "H", "H", "H", "H", "H", "H", "C", "C", "C", "C", "C", "C", "P", "C", "C", "C", "C", "C", "C", "C", "C", "C", "C", "C", "C", "H", "H", "H", "H", "H", "H", "H", "H", "H", "H", "H", "H", "H", "H", "H", "H", "H", "H", "H", "H", "H", "H", "H", "H", "H", "H", "H", "H", "H", "H", "H", "H", "H"], "positions_angstrom": [[0.14447, -0.79723, 0.66895], [-0.75267, -2.93579, 4.75747], [-0.60549, -1.64640, 4.93788], [0.23136, -1.37415, 5.89944], [-1.75048, -1.03669, 5.08241], [0.15202, -0.95043, 3.35288], [-0.86132, -1.41757, 2.25674], [0.24361, 0.47519, 3.31823], [1.45861, -1.77337, 3.15648], [2.64401, -1.32237, 2.22845], [3.41922, -2.40999, 1.76280], [2.03442, -0.47238, 1.07808], [3.76135, -0.06760, 3.10348], [4.21486, -0.67068, 4.16703], [4.70741, 0.22169, 2.24933], [3.04139, 0.98495, 3.40560], [1.91028, -5.21539, 1.18516], [0.98363, -4.40177, 0.37692], [-0.43534, -4.65842, 0.66755], [1.40452, -3.55645, -0.54618], [0.31058, -2.18471, -1.04769], [2.54626, -3.65832, -1.18903], [3.21651, -4.95391, -1.42082], [3.21961, -2.52007, -1.83354], [1.54848, -5.18249, 2.21238], [2.90925, -4.79407, 1.15385], [1.91767, -6.25220, 0.85265], [-0.59048, -5.73678, 0.66064], [-1.08102, -4.21838, -0.08560], [-0.69336, -4.28162, 1.65782], [2.51253, -5.77067, -1.29646], [4.07283, -5.08271, -0.76107], [3.56553, -4.94905, -2.45176], [2.89407, -1.57841, -1.40078], [3.03513, -2.53167, -2.90777], [4.28877, -2.62636, -1.65890], [-3.49487, 3.72472, 1.90945], [-3.77826, 2.21549, 1.97929], [-2.53552, 1.39004, 1.59759], [-1.74831, 2.17459, 0.53007], [-1.08176, 3.39383, 1.19427], [-2.03491, 4.01069, 2.24219], [-0.67520, 1.13995, -0.52224], [-1.67657, 0.44755, -1.87778], [-2.31735, 1.50555, -2.82316], [-3.65647, 0.99811, -3.37668], [-3.56200, -0.48816, -3.70727], [-3.37450, -1.32523, -2.42658], [-2.76025, -0.48363, -1.30255], [0.88672, 1.85684, -1.13527], [1.79664, 2.49944, -0.07838], [3.21300, 2.59848, -0.66341], [3.17467, 2.92800, -2.16795], [1.91586, 3.71597, -2.51448], [0.65009, 2.86437, -2.29571], [-4.15236, 4.25577, 2.59542], [-3.72913, 4.11354, 0.91426], [-4.60648, 1.95714, 1.31628], [-4.08684, 1.93303, 2.98635], [-2.83802, 0.39344, 1.27225], [-1.88382, 1.26516, 2.46532], [-2.47536, 2.52840, -0.21262], [-0.82486, 4.12947, 0.43005], [-0.15510, 3.09727, 1.68929], [-1.85016, 5.08201, 2.30173], [-1.80444, 3.60532, 3.23045], [-0.96889, -0.15595, -2.45949], [-1.63299, 1.68473, -3.65194], [-2.45884, 2.46817, -2.32786], [-3.90639, 1.57958, -4.26307], [-4.46220, 1.17400, -2.65973], [-2.72198, -0.64498, -4.39000], [-4.44998, -0.82387, -4.23932], [-2.73776, -2.18989, -2.63326], [-4.33090, -1.71775, -2.08045], [-2.36459, -1.14665, -0.51105], [-3.52876, 0.12233, -0.82067], [1.40819, 0.98073, -1.55466], [1.80267, 1.96096, 0.87178], [1.41577, 3.49634, 0.13803], [3.75538, 1.66288, -0.49792], [3.75511, 3.37439, -0.12222], [3.19952, 2.01034, -2.76490], [4.06480, 3.48768, -2.44909], [1.93759, 4.04823, -3.55142], [1.86646, 4.61884, -1.90285], [0.40395, 2.31462, -3.20424], [-0.19882, 3.51435, -2.06846]]}

Entry 3:
{"formula": "C4H6BrO3", "method": "ωB97M-V with the def2-TZVPD basis set", "relative_energy_kj_mol": 266.3, "gap_ev": 6.97, "largest_force_ev_per_a": 2.9, "homo_energy_ha": -0.1277, "charge": -1, "elements": ["C", "C", "C", "C", "O", "O", "O", "Br", "H", "H", "H", "H", "H", "H"], "positions_angstrom": [[-1.48104, 0.55559, 1.28427], [1.32727, -0.17136, -1.58265], [-0.12549, 0.77413, 0.92713], [0.22257, -0.75964, -0.62655], [-1.73277, -0.71820, 1.68135], [-2.33895, 1.43739, 1.24389], [0.41590, -1.78013, 0.09553], [0.20230, 2.56891, 0.49358], [2.22803, -0.12051, -0.96827], [1.29665, 0.80639, -2.16917], [1.42607, -0.98564, -2.37321], [0.55744, 0.44500, 1.72307], [-0.76266, -0.57907, -1.11725], [-1.23533, -1.47286, 1.38829]]}

Entry 4:
{"formula": "CH3OS", "method": "ωB97M-V with the def2-TZVPD basis set", "relative_energy_kj_mol": 18.0, "gap_ev": 6.81, "largest_force_ev_per_a": 0.9, "homo_energy_ha": -0.0987, "charge": -1, "elements": ["S", "H", "O", "C", "H", "H"], "positions_angstrom": [[2.35810, -0.33460, -0.26643], [1.40680, 0.49834, 0.28928], [-1.52141, -0.89560, 0.60821], [-0.93278, -0.04904, -0.00698], [-0.36725, -0.21366, -0.93211], [-0.94345, 0.99455, 0.30804]]}